[1]
The following is a DFT calculation (ωB97M-V/def2-TZVPD) of a molecular structure, C19H25ClIN12NaO.

Atoms and positions in Å:
Na  4.125697  2.036418  0.940163
N  3.400997  3.818718  3.252963
C  3.229797  2.490218  3.559663
N  3.328197  2.056018  4.822663
N  3.164897  0.736618  4.724063
N  2.974997  0.399818  3.492963
N  3.000997  1.487318  2.707163
C  3.155397  4.471418  2.068363
N  3.191797  5.807818  1.991563
N  2.945897  6.064618  0.706863
N  2.771797  4.964718  0.056363
N  2.898897  3.913218  0.882263
H  3.489397  4.423318  4.055163
I  8.620197  2.075818  0.224663
C  6.729097  0.987318  0.593863
H  6.973897  0.421518  1.503263
H  6.721697  0.248918  -0.224637
C  -2.663403  -3.499882  1.451763
C  -3.341403  -2.437082  0.575563
C  -3.995003  -3.176682  -0.597537
C  -4.439603  -1.765182  1.401863
C  -2.273803  -1.429882  0.024563
O  -1.313903  -2.232782  -0.633337
C  -2.882203  -0.362382  -0.929537
C  -2.749803  -0.648782  -2.433237
C  -1.348403  -0.588582  -2.975837
C  -0.823703  -1.652182  -3.692337
C  0.450997  -1.588082  -4.242637
C  1.199297  -0.430582  -4.068037
Cl  2.759297  -0.316482  -4.811837
C  0.707097  0.641118  -3.351037
C  -0.575003  0.560718  -2.818937
C  -1.572403  -0.680582  1.197863
N  -0.500103  0.147018  0.729963
C  0.779497  -0.180482  0.452563
N  1.408397  0.850818  -0.049037
C  0.480197  1.826118  -0.043237
N  -0.692703  1.436618  0.402463
H  -3.356903  -4.319782  1.630463
H  -2.364403  -3.103482  2.418263
H  -1.789403  -3.896982  0.945263
H  -4.602403  -3.997682  -0.220037
H  -3.224403  -3.588282  -1.241137
H  -4.637103  -2.518882  -1.175837
H  -5.177503  -2.513682  1.686263
H  -4.955803  -0.991182  0.841863
H  -4.041603  -1.321182  2.308563
H  -0.554803  -1.682782  -0.866837
H  -2.414403  0.601918  -0.721337
H  -3.942003  -0.240182  -0.706537
H  -3.346903  0.110218  -2.950337
H  -3.178803  -1.620582  -2.673037
H  -1.405103  -2.552482  -3.828237
H  0.857997  -2.415182  -4.802637
H  1.304497  1.523618  -3.188437
H  -0.968703  1.410718  -2.286737
H  -1.153103  -1.405582  1.895963
H  -2.278103  -0.031382  1.715163
H  1.203397  -1.145982  0.641363
H  0.688597  2.822218  -0.369437

Cartesian forces (eV/Å) of the 2 atoms listed first:
0.9 -0.5 -0.9
0.1 0.4 0.4

The lowest unoccupied orbital energy comes out at 3.3608 eV. As for the charge: -2. As for the relative energy (zero: lowest compared OMol25 entry of this formula, charge and spin): 21.0 kcal/mol. The frontier orbital gap comes out at 4.5 eV. For the electronic energy, the calculation gives -65077.1214 eV.

=====

[2]
The following is a DFT calculation (ωB97M-V/def2-TZVPD) of a molecular structure, C19H25CrN3SSi.

Atoms and positions in Å:
C  0.591999  1.822355  3.636382
C  0.906273  2.115624  2.261601
C  -0.327319  2.125991  1.510902
H  1.885596  2.413349  1.874581
C  -1.397715  1.805138  2.412211
C  -0.832530  1.636553  3.739128
H  -1.410250  1.569195  4.669050
H  1.295763  1.860510  4.474897
H  -0.447181  2.456719  0.481617
H  -2.460528  1.845574  2.171169
Cr  0.019571  0.139037  2.357795
C  -0.285927  -1.212540  0.631481
H  -1.230997  -0.606893  0.551748
H  -0.423547  -2.271158  0.897770
H  0.799299  -0.881053  0.675868
Si  -0.026867  -0.430446  -1.508376
C  1.472337  -0.713924  -2.604852
C  2.440233  0.286677  -2.816891
H  2.351306  1.253758  -2.313182
C  3.518684  0.042626  -3.680336
H  4.258428  0.833801  -3.870614
C  3.658718  -1.209997  -4.301625
H  4.514944  -1.405986  -4.960393
C  2.704515  -2.215946  -4.078185
H  2.798693  -3.188494  -4.570378
C  1.619468  -1.966863  -3.217365
H  0.886255  -2.760294  -3.023866
C  -1.391391  0.162362  -2.645224
C  -1.204494  0.417436  -4.018379
H  -0.360000  -0.036273  -4.552206
C  -2.063903  1.297767  -4.700058
H  -1.859451  1.563139  -5.740159
C  -3.162823  1.851964  -4.031946
H  -3.790689  2.591949  -4.529548
C  -3.455733  1.454860  -2.719376
H  -4.340648  1.846993  -2.208504
C  -2.601636  0.569281  -2.047571
H  -2.843284  0.219777  -1.036381
H  0.359972  0.791111  -0.760840
H  -0.445957  -1.859240  -1.176878
N  -1.226333  -1.144944  3.619120
N  -0.556210  -1.701122  4.787725
C  0.755701  -1.387038  4.892470
N  1.322727  -1.603295  6.102624
S  1.684848  -1.014842  3.511836
H  -1.530556  -1.949053  3.059412
H  -2.098804  -0.721722  3.957681
H  -1.108576  -1.739854  5.658174
H  2.287083  -1.321550  6.239293
H  0.750938  -1.631017  6.938599

Cartesian forces (eV/Å) of the 2 atoms listed first:
-1.2 1.3 0.2
-0.7 0.3 -0.1

The lowest unoccupied orbital energy (alpha / beta) comes out at -3.4819 / -3.2902 eV. As for the charge: +1. Its spin multiplicity is 4. The frontier orbital gap (alpha / beta) comes out at 6.3 / 6.7 eV. For the electronic energy, the calculation gives -71702.9105 eV.

=====

[3]
The following is a DFT calculation (ωB97M-V/def2-TZVPD) of a molecular structure, C19H25CrN7OS.

Atoms and positions in Å:
Cr  -0.244900  0.014400  -0.129700
C  1.031300  -2.403500  1.944100
C  0.969900  -1.140700  2.809400
N  -0.273400  -0.415800  2.603300
C  -1.509100  -1.064600  3.017900
C  -2.567500  -0.890100  1.922700
N  -2.038600  -1.301600  0.619800
C  -1.816600  -2.756600  0.554200
C  -0.393800  -3.118000  0.085800
N  0.608700  -2.155100  0.557100
H  0.384000  -3.161100  2.391500
H  2.054600  -2.788700  1.979700
H  1.776600  -0.456000  2.532500
H  1.126000  -1.446100  3.856600
H  -0.198600  0.485800  3.059500
H  -1.900100  -0.650500  3.951800
H  -1.330200  -2.124700  3.197600
H  -2.854900  0.159200  1.835000
H  -3.457100  -1.473800  2.194500
H  -2.740100  -1.040800  -0.070700
H  -2.522800  -3.232900  -0.133200
H  -1.994200  -3.186100  1.542800
H  -0.374200  -3.130000  -1.005300
H  -0.154900  -4.137000  0.429600
H  1.427400  -2.261100  -0.038500
O  3.310200  -0.597500  -1.759900
C  2.110700  -0.414200  -1.587000
N  1.551600  0.385300  -0.662500
C  2.444100  1.275500  0.031900
C  1.658000  2.072800  1.022700
C  2.233700  3.113600  1.749500
C  1.445400  3.847100  2.619600
C  0.091400  3.539400  2.700000
C  -0.400600  2.496300  1.937800
N  0.367600  1.753000  1.136200
C  1.045800  -1.042000  -2.424700
C  1.325800  -1.649400  -3.642500
C  0.276000  -2.080100  -4.435000
C  -1.020700  -1.870700  -3.972200
C  -1.215500  -1.278100  -2.738700
N  -0.207500  -0.885900  -1.954200
H  2.927900  1.959600  -0.683200
H  3.256200  0.710400  0.514000
H  3.282200  3.335900  1.628000
H  1.865600  4.647700  3.207800
H  -0.572700  4.096800  3.339100
H  -1.451600  2.241700  1.964100
H  2.358300  -1.755900  -3.937700
H  0.454800  -2.544600  -5.392600
H  -1.871800  -2.174700  -4.558600
H  -2.216700  -1.097900  -2.364100
S  -3.611900  2.792800  -1.584400
C  -2.420100  1.873700  -1.117200
N  -1.555800  1.164800  -0.726300

Cartesian forces (eV/Å) of the 2 atoms listed first:
0.1 -1.2 1.9
0.0 0.4 0.5

The lowest unoccupied orbital energy (alpha / beta) comes out at -3.0818 / -3.3377 eV. As for the charge: +1. Its spin multiplicity is 4. As for the relative energy (zero: lowest compared OMol25 entry of this formula, charge and spin): 0.0 kcal/mol. The frontier orbital gap (alpha / beta) comes out at 7.8 / 7.8 eV. For the electronic energy, the calculation gives -71840.9239 eV.

=====

[4]
The following is a DFT calculation (ωB97M-V/def2-TZVPD) of a molecular structure, C19H25F2O18Pb.

Atoms and positions in Å:
Pb  1.099092  3.370716  -2.817644
O  1.115242  0.452076  0.483926
C  1.007482  1.418356  -0.425174
O  0.458722  1.268576  -1.540854
O  1.485812  2.538726  -0.302514
H  0.449442  -0.163054  0.167806
C  -2.845648  -6.140174  -0.741564
C  -1.652268  -5.309154  -0.128924
C  -0.438268  -5.195514  -1.083704
O  -0.301638  -3.818004  -1.345264
C  -1.203938  -3.123714  -0.605964
O  -1.179618  -1.930274  -0.498854
O  -2.046228  -3.943884  0.064716
H  -3.309388  -5.531064  -1.517474
H  -3.610028  -6.517164  -0.062074
H  -2.476368  -7.027084  -1.256464
H  -1.383748  -5.828064  0.791256
H  -0.779668  -5.775514  -1.941114
H  0.422912  -5.730084  -0.682804
C  0.285362  5.031946  2.752666
C  -0.534178  3.841816  2.438016
C  -0.084978  2.555226  3.164916
O  -1.212948  2.097146  3.800956
C  -2.193428  2.938496  3.666116
O  -3.306408  2.753486  4.151506
O  -1.882068  3.943946  2.877446
H  1.139322  5.104216  2.079156
H  0.500982  5.172846  3.811796
H  -0.332548  5.877806  2.451316
H  -0.401538  3.639516  1.375206
H  0.722942  2.697346  3.882666
H  0.292412  1.820786  2.453396
C  -2.577598  2.141956  -0.101094
C  -2.999608  0.684156  -0.265574
C  -3.493148  -0.139394  1.014066
O  -4.659708  -0.807814  0.537226
C  -5.050968  -0.317794  -0.658234
O  -6.024778  -0.817634  -1.323084
O  -4.162688  0.625656  -1.054364
H  -1.732668  2.002506  0.573256
H  -3.418058  2.732346  0.263826
H  -2.204248  2.533536  -1.047334
H  -2.198968  0.100176  -0.719504
H  -3.855698  0.595776  1.732536
H  -2.678648  -0.722724  1.443526
C  4.584792  2.608186  0.369356
C  4.416322  1.175126  0.831016
O  5.580832  0.849916  1.445896
C  6.502702  1.757006  1.260936
O  7.654142  1.650306  1.611626
O  5.971532  2.832376  0.665276
F  4.308262  0.386146  -0.257194
H  4.036382  3.356276  0.941826
H  4.312512  2.875926  -0.651564
H  3.496882  1.043536  1.401476
C  1.960122  -1.186834  -2.657924
C  0.848712  -1.291634  -3.625504
O  0.911282  -2.605784  -4.134344
C  2.163112  -3.062524  -3.832714
O  2.567932  -4.180984  -4.089554
O  2.851152  -2.193924  -3.112184
F  1.060822  -0.405104  -4.551674
H  1.586482  -1.430304  -1.663334
H  2.534612  -0.260544  -2.652314
H  -0.096648  -1.018224  -3.156844

Cartesian forces (eV/Å) of the 2 atoms listed first:
-0.2 -1.2 1.5
-0.4 0.5 -0.1

The lowest unoccupied orbital energy (alpha / beta) comes out at -2.1198 / -2.0621 eV. Its spin multiplicity is 2. The frontier orbital gap (alpha / beta) comes out at 6.1 / 8.5 eV. For the electronic energy, the calculation gives -67645.3611 eV.